ORCA calculation (the ωB97M-V functional and the def2-TZVPD basis) on a molecular structure, C22H30FMnN3O3S3.

Geometry as ORCA input:
```
! wB97M-V def2-TZVPD RIJCOSX def2/J DEFGRID3
* xyz 2 6
Mn -0.62 0.02 0.07
S -4.73 -1.05 -1.01
S -0.96 -1.89 -1.57
S -2.12 -1.33 1.69
F -0.06 6.49 -1.98
O 0.08 1.89 -0.33
O 1.12 -0.53 0.67
O 3.27 -0.47 1.27
N 3.88 9.39 -2.95
N 3.87 3.35 0.22
N 2.55 7.60 -1.70
C -3.79 -0.63 1.60
C 5.26 3.81 0.42
C 3.57 2.09 0.54
C 2.90 4.16 -0.35
C 2.21 6.29 -1.31
C 1.66 8.39 -2.55
C -2.51 -1.99 -2.51
C -2.26 -2.88 0.73
C 2.34 1.50 0.38
C 2.40 9.67 -2.97
C -3.52 -0.85 -2.34
C 1.62 3.63 -0.54
C 0.93 5.74 -1.47
C 2.27 0.04 0.82
C 4.36 9.22 -1.53
C 1.28 2.27 -0.16
C 3.18 5.47 -0.76
C 6.10 3.67 -0.84
C -4.17 0.08 0.31
C 0.64 4.46 -1.11
C 3.28 8.45 -0.76
C -1.11 -3.10 -0.23
H 3.75 7.86 0.02
H 2.60 9.15 -0.26
H 4.36 1.48 0.97
H 5.23 4.84 0.77
H 4.05 8.52 -3.46
H -2.28 -3.70 1.46
H -4.11 -0.79 -3.25
H 5.30 8.68 -1.57
H -3.21 -2.84 0.21
H 2.11 9.99 -3.97
H -4.99 0.77 0.50
H 5.67 4.24 -1.67
H -4.48 -1.45 1.82
H 2.24 10.50 -2.28
H -0.36 4.08 -1.25
H 4.40 10.13 -3.42
H -0.14 -3.05 0.27
H 0.73 8.68 -2.07
H 4.53 10.21 -1.12
H 4.19 5.84 -0.68
H -2.96 -2.96 -2.27
H -3.02 0.11 -2.23
H -2.19 -2.04 -3.55
H -1.19 -4.09 -0.69
H -3.34 0.67 -0.08
H 6.16 2.63 -1.14
H 7.11 4.04 -0.66
H 5.67 3.22 1.23
H -3.84 0.06 2.44
H 1.41 7.81 -3.43
*
```

## Properties
LUMO level (alpha / beta)	-0.18572 / -0.18857	Ha
HOMO energy (alpha / beta)	-13.19 / -13.19	eV
largest force on an atom	0.42	eV/Å
expectation value of S²	8.7565
molecular weight	554.64	g mol⁻¹
DFT total energy	-3691.32678	a.u.

***

ORCA calculation (the ωB97M-V functional and the def2-TZVPD basis) on a single C22H30FN3O5S molecule.

Geometry as ORCA input:
```
! wB97M-V def2-TZVPD RIJCOSX def2/J DEFGRID3
* xyz 0 1
S 1.10 0.44 -0.94
F 4.28 -4.46 -0.33
O -0.22 0.10 -0.49
O -2.23 2.63 -2.12
O 3.42 3.14 0.46
O 1.24 1.04 -2.23
O -1.12 2.41 1.18
N -3.14 1.48 -0.38
N -0.11 3.31 -0.65
N 1.88 1.41 0.14
C -2.20 2.22 -0.97
C -4.32 0.99 -1.04
C 4.09 0.17 -1.77
C 3.44 -1.04 -1.20
C 3.04 1.53 2.25
C -4.17 -0.45 -1.54
C -4.36 -1.49 0.71
C -3.91 -2.36 1.84
C -1.08 2.62 -0.02
C 1.07 3.76 0.01
C 3.56 -3.34 -0.49
C 1.74 1.13 1.55
C -2.47 -2.81 1.65
C 2.23 -3.33 -0.09
C -3.74 -1.40 -0.45
C -2.51 -2.20 -0.76
C 2.11 -1.05 -0.81
C 3.37 2.97 1.87
C -2.30 -3.34 0.23
C 2.24 2.76 -0.20
C 4.16 -2.22 -1.03
C 1.51 -2.17 -0.26
H 0.83 3.84 1.08
H -2.58 -2.61 -1.78
H 0.87 1.66 1.98
H 1.79 -4.22 0.34
H 2.49 2.75 -1.27
H 5.20 -2.28 -1.32
H -3.04 -4.13 0.05
H -1.80 -1.96 1.79
H 4.26 0.91 -0.98
H 4.37 3.24 2.21
H -2.21 -3.58 2.38
H 2.65 3.65 2.32
H -4.50 1.66 -1.90
H -3.42 -0.45 -2.33
H -4.57 -3.24 1.91
H 2.93 1.44 3.33
H -1.65 -1.52 -0.75
H 1.38 4.74 -0.37
H -4.02 -1.82 2.79
H 3.84 0.87 1.91
H -2.92 1.13 0.54
H -1.31 -3.78 0.09
H -5.16 1.07 -0.35
H -0.18 3.33 -1.66
H 0.47 -2.10 0.03
H -5.12 -0.77 -1.97
H 5.05 -0.08 -2.22
H 1.55 0.05 1.64
H -5.26 -0.91 0.90
H 3.44 0.63 -2.51
*
```

## Properties
LUMO level	0.02122	Ha
HOMO energy	-8.86	eV
largest force on an atom	0.96	eV/Å
molecular weight	467.56	g mol⁻¹
DFT total energy	-1894.88033	a.u.

***

ORCA calculation (the ωB97M-V functional and the def2-TZVPD basis) on a molecular structure, C22H30FeN3O4S in a non-equilibrium geometry.

Geometry as ORCA input:
```
! wB97M-V def2-TZVPD RIJCOSX def2/J DEFGRID3
* xyz 2 6
Fe 1.17 -0.27 -0.39
S 0.02 1.55 -1.29
O 3.15 -0.13 0.00
O -4.49 -2.14 1.21
O 0.35 0.33 1.36
O -3.07 -1.82 -0.61
N -1.52 1.11 -3.49
N -0.14 2.96 -3.54
N 1.18 -3.56 0.08
C -2.30 0.18 -2.69
C -1.17 3.73 -4.31
C 2.79 -2.20 3.37
C 5.26 0.87 -0.67
C 0.60 -1.60 2.67
C 0.12 -2.88 2.84
C 0.98 -3.80 3.37
C -0.26 -0.57 2.24
C 1.15 3.61 -3.28
C -2.01 -0.87 3.96
C -1.55 -0.29 2.75
C 4.26 -0.22 -0.97
C -4.03 0.35 3.82
C -2.40 0.62 2.05
C -3.83 -1.95 0.28
C -3.62 0.95 2.65
C -3.20 -0.56 4.50
C 2.32 -3.50 3.58
C 1.19 -2.46 -0.31
C -1.69 1.10 -4.93
C -0.56 1.85 -2.95
C 1.90 -1.25 2.91
H -1.03 3.71 -5.39
H -1.20 4.76 -4.01
H 3.42 -0.53 0.85
H 4.73 -1.18 -0.90
H -4.27 1.64 2.14
H 2.23 -0.23 2.77
H -2.51 1.75 -5.25
H -0.91 -3.17 2.68
H -0.76 1.39 -5.44
H 1.00 4.38 -2.53
H -4.95 0.66 4.29
H 1.07 -4.41 0.52
H 5.79 0.79 0.28
H 3.02 -4.21 4.02
H -1.35 -1.50 4.53
H -0.04 1.18 1.42
H -3.52 -0.98 5.47
H 3.75 -0.25 -1.97
H -3.14 -0.09 -3.26
H -2.13 0.96 1.04
H -1.93 0.07 -5.26
H -1.73 -0.70 -2.36
H 4.87 1.89 -0.76
H 3.81 -1.93 3.63
H 0.58 -4.82 3.51
H 1.54 4.01 -4.18
H -2.67 0.68 -1.81
H 1.86 2.92 -2.83
H 6.03 0.77 -1.38
H -2.15 3.28 -4.07
*
```

## Properties
LUMO level (alpha / beta)	-0.19064 / -0.24412	Ha
HOMO energy (alpha / beta)	-11.99 / -14.37	eV
largest force on an atom	3.91	eV/Å
expectation value of S²	8.8001
molecular weight	488.41	g mol⁻¹
DFT total energy	-2982.86755	a.u.

***

What did the third record say?
ORCA calculation (the ωB97M-V functional and the def2-TZVPD basis) on a molecular structure, C22H30FeN3O4S in a non-equilibrium geometry.

Geometry as ORCA input:
```
! wB97M-V def2-TZVPD RIJCOSX def2/J DEFGRID3
* xyz 2 6
Fe 1.17 -0.27 -0.39
S 0.02 1.55 -1.29
O 3.15 -0.13 0.00
O -4.49 -2.14 1.21
O 0.35 0.33 1.36
O -3.07 -1.82 -0.61
N -1.52 1.11 -3.49
N -0.14 2.96 -3.54
N 1.18 -3.56 0.08
C -2.30 0.18 -2.69
C -1.17 3.73 -4.31
C 2.79 -2.20 3.37
C 5.26 0.87 -0.67
C 0.60 -1.60 2.67
C 0.12 -2.88 2.84
C 0.98 -3.80 3.37
C -0.26 -0.57 2.24
C 1.15 3.61 -3.28
C -2.01 -0.87 3.96
C -1.55 -0.29 2.75
C 4.26 -0.22 -0.97
C -4.03 0.35 3.82
C -2.40 0.62 2.05
C -3.83 -1.95 0.28
C -3.62 0.95 2.65
C -3.20 -0.56 4.50
C 2.32 -3.50 3.58
C 1.19 -2.46 -0.31
C -1.69 1.10 -4.93
C -0.56 1.85 -2.95
C 1.90 -1.25 2.91
H -1.03 3.71 -5.39
H -1.20 4.76 -4.01
H 3.42 -0.53 0.85
H 4.73 -1.18 -0.90
H -4.27 1.64 2.14
H 2.23 -0.23 2.77
H -2.51 1.75 -5.25
H -0.91 -3.17 2.68
H -0.76 1.39 -5.44
H 1.00 4.38 -2.53
H -4.95 0.66 4.29
H 1.07 -4.41 0.52
H 5.79 0.79 0.28
H 3.02 -4.21 4.02
H -1.35 -1.50 4.53
H -0.04 1.18 1.42
H -3.52 -0.98 5.47
H 3.75 -0.25 -1.97
H -3.14 -0.09 -3.26
H -2.13 0.96 1.04
H -1.93 0.07 -5.26
H -1.73 -0.70 -2.36
H 4.87 1.89 -0.76
H 3.81 -1.93 3.63
H 0.58 -4.82 3.51
H 1.54 4.01 -4.18
H -2.67 0.68 -1.81
H 1.86 2.92 -2.83
H 6.03 0.77 -1.38
H -2.15 3.28 -4.07
*
```

## Properties
LUMO level (alpha / beta)	-0.19064 / -0.24412	Ha
HOMO energy (alpha / beta)	-11.99 / -14.37	eV
largest force on an atom	3.91	eV/Å
expectation value of S²	8.8001
molecular weight	488.41	g mol⁻¹
DFT total energy	-2982.86755	a.u.